{
  "formula": "C10H17Cl8N3",
  "method": "ωB97M-V/def2-TZVPD",
  "species": ["Cl", "C", "Cl", "H", "H", "Cl", "C", "Cl", "H", "H", "Cl", "C", "Cl", "H", "H", "Cl", "C", "Cl", "H", "H", "C", "C", "N", "H", "H", "H", "C", "C", "N", "H", "H", "H", "C", "C", "N", "H", "H", "H"],
  "xyz": [[-2.9790, 4.0239, -0.6365], [-2.2616, 2.3810, -0.4113], [-0.5303, 2.4213, -0.6749], [-2.5170, 2.0059, 0.5849], [-2.6830, 1.6850, -1.1707], [3.8171, -1.6090, 1.4280], [4.5951, -0.7088, 2.7465], [4.9563, -1.6880, 4.0995], [5.5440, -0.3950, 2.3697], [3.8924, 0.0354, 2.9316], [0.4770, -4.3261, 0.0581], [0.4131, -3.6726, 1.6382], [-0.7736, -4.5521, 2.7058], [1.3807, -3.7836, 2.0819], [0.0682, -2.6541, 1.5097], [1.3546, 0.2182, -3.6675], [2.2832, -0.2279, -2.1905], [1.6072, -1.5914, -1.4006], [3.3294, -0.3248, -2.4952], [2.1176, 0.5384, -1.4131], [-2.1259, 2.6318, -5.2559], [-2.1720, 1.4477, -4.3965], [-2.2696, 0.5094, -3.7817], [-2.3862, 3.4976, -4.5585], [-2.9648, 2.5562, -5.9305], [-1.0982, 2.7388, -5.7033], [-0.3230, 1.5849, 4.2905], [1.1422, 1.5112, 3.9661], [2.2546, 1.5572, 3.7009], [-0.7558, 0.6281, 4.2278], [-0.7242, 2.1829, 3.4800], [-0.5267, 2.0234, 5.2595], [-2.1003, -2.0072, -0.9686], [-1.8240, -1.1622, 0.1894], [-1.7001, -0.5362, 1.1372], [-1.3353, -2.0440, -1.7980], [-3.0705, -1.8398, -1.3944], [-2.1116, -3.0556, -0.5577]],
  "forces_ev_per_angstrom": [[0.139, -0.673, 0.096], [-0.857, -0.452, -0.600], [0.265, -0.018, 0.163], [0.316, 0.322, -0.238], [0.199, 0.742, 0.498], [-0.139, -0.439, -0.415], [0.552, -0.910, -1.391], [-0.023, -0.746, 1.274], [0.266, 0.639, -0.305], [-0.689, 1.484, 0.851], [0.035, -0.864, -1.309], [-0.944, 0.060, 0.947], [0.495, 0.454, -0.472], [0.331, 0.222, 0.356], [0.126, 0.123, 0.558], [0.269, -0.055, 0.368], [-0.245, 1.705, 0.105], [-0.163, -1.522, 0.153], [-0.367, -0.252, 0.307], [0.503, 0.174, -0.947], [0.418, 0.941, 1.684], [0.234, 2.199, -1.863], [-0.217, -2.381, 1.799], [0.691, -0.837, -1.055], [0.176, 0.024, -0.672], [-1.336, 0.048, 0.251], [1.717, 0.769, -0.805], [-1.400, 0.242, 0.759], [0.329, -0.185, -0.126], [-0.481, -1.261, -0.056], [-0.395, 0.216, 0.086], [0.222, 0.154, 0.047], [1.118, -2.018, -0.129], [-0.240, -0.267, -1.194], [0.242, 0.460, 0.658], [-0.655, 0.620, 1.140], [-0.432, 0.435, -0.111], [-0.063, 0.851, -0.411]],
  "e_tot_ha": -4236.98319,
  "lumo_energy_ev": 0.5,
  "smiles": "ClCCl.ClCCl.ClCCl.ClCCl.CC#N.CC#N.CC#N"
}

***

{
  "formula": "C48H88FIN6O6S",
  "method": "ωB97M-V/def2-TZVPD",
  "species": ["C", "C", "C", "C", "C", "C", "O", "C", "C", "C", "C", "C", "C", "F", "C", "C", "S", "C", "C", "C", "C", "C", "C", "C", "C", "C", "O", "C", "C", "C", "C", "N", "C", "C", "N", "C", "I", "C", "C", "H", "H", "H", "H", "H", "H", "H", "H", "H", "H", "H", "H", "H", "H", "H", "H", "H", "H", "H", "H", "H", "H", "H", "H", "H", "H", "H", "H", "H", "H", "H", "H", "H", "H", "H", "H", "H", "H", "H", "H", "H", "H", "H", "H", "C", "O", "C", "C", "C", "N", "H", "H", "H", "H", "H", "H", "H", "H", "H", "H", "H", "C", "O", "C", "C", "C", "N", "H", "H", "H", "H", "H", "H", "H", "H", "H", "H", "H", "C", "O", "C", "C", "C", "N", "H", "H", "H", "H", "H", "H", "H", "H", "H", "H", "H", "C", "O", "C", "C", "C", "N", "H", "H", "H", "H", "H", "H", "H", "H", "H", "H", "H"],
  "xyz": [[0.9112, -3.2463, 1.6466], [1.2517, -2.1528, 1.9872], [1.8207, -0.8505, 2.0596], [3.1712, -0.6669, 2.3488], [4.1003, -1.8318, 2.5624], [4.7169, -2.2332, 1.2169], [6.0967, -2.5016, 1.3892], [6.6970, -3.0766, 0.2390], [7.7857, -2.1841, -0.3211], [3.6695, 0.6233, 2.4048], [2.8890, 1.7446, 2.1766], [3.5069, 3.1126, 2.2688], [3.4872, 3.8926, 0.9793], [4.1253, 3.2009, -0.0355], [1.5410, 1.5530, 1.8852], [1.0340, 0.2755, 1.8316], [-0.6869, 0.1036, 1.4422], [-0.7779, 1.3615, 0.1883], [-1.5109, 1.1931, -0.9889], [-2.2986, -0.0598, -1.2557], [-3.7784, 0.1345, -0.8633], [-4.0328, 0.0342, 0.6341], [-5.5361, -0.0510, 0.9409], [-5.8414, -0.8010, 2.2218], [-7.3423, -0.9447, 2.4943], [-7.9184, -2.2255, 1.9473], [-7.6389, -2.3222, 0.5601], [-8.1021, -3.5342, 0.0125], [-1.4920, 2.2226, -1.9199], [-0.7532, 3.3709, -1.6951], [-0.7112, 4.4590, -2.7437], [-2.0079, 4.5554, -3.4450], [-0.0478, 3.5165, -0.5242], [-0.0516, 2.5184, 0.4309], [0.6967, 2.6935, 1.6411], [-0.2169, 3.0854, 2.7510], [0.4186, 2.3931, 4.6841], [-0.3627, 4.6236, 2.7966], [-1.5854, 5.1385, 2.0284], [0.5151, -4.1934, 1.3745], [4.9218, -1.4805, 3.1800], [3.5626, -2.6633, 3.0011], [4.1902, -3.0958, 0.8035], [4.6076, -1.4049, 0.5115], [5.9616, -3.2355, -0.5468], [7.1586, -4.0249, 0.5106], [8.6243, -2.1004, 0.3630], [7.4033, -1.2042, -0.5940], [8.1502, -2.6535, -1.2334], [4.7172, 0.7617, 2.6371], [3.0167, 3.7003, 3.0439], [4.5458, 2.9827, 2.5664], [4.0464, 4.8177, 1.1388], [2.4893, 4.1791, 0.6749], [-1.8671, -0.9177, -0.7509], [-2.2773, -0.2420, -2.3305], [-4.0410, 1.1475, -1.1664], [-4.4195, -0.5509, -1.4133], [-3.6630, 0.9420, 1.1123], [-3.5377, -0.8211, 1.0932], [-5.9591, 0.9520, 1.0138], [-6.0319, -0.5174, 0.0911], [-5.3956, -0.2552, 3.0536], [-5.4078, -1.8003, 2.1826], [-7.4884, -0.9894, 3.5742], [-7.9195, -0.0940, 2.1362], [-9.0075, -2.2431, 2.0733], [-7.5284, -3.0929, 2.4897], [-8.1133, -3.4130, -1.0666], [-9.1197, -3.7561, 0.3446], [-7.4560, -4.3686, 0.2916], [-2.0349, 2.1097, -2.8461], [-0.4480, 5.4063, -2.2688], [0.0377, 4.1961, -3.4876], [-2.7308, 4.6831, -2.7459], [-1.9970, 5.3706, -4.0441], [0.5329, 4.4044, -0.3206], [-1.2136, 2.6745, 2.6129], [-0.3613, 4.9979, 3.8131], [0.5286, 5.0163, 2.3122], [-1.9159, 6.0708, 2.4795], [-1.3485, 5.3783, 0.9965], [-2.4142, 4.4343, 2.0146], [-1.7087, -7.0034, 0.8220], [-1.6012, -5.5919, 0.8611], [-2.6421, -4.8831, 0.2135], [-3.9232, -4.7163, 1.0425], [-4.7706, -5.9823, 1.1281], [-3.6475, -4.2362, 2.4000], [-2.1514, -7.3469, -0.1170], [-2.2915, -7.3814, 1.6649], [-0.7017, -7.4121, 0.9038], [-2.2354, -3.8858, 0.0231], [-2.8548, -5.3336, -0.7651], [-4.5246, -3.9534, 0.5377], [-4.3598, -6.7019, 1.8359], [-5.7757, -5.7374, 1.4697], [-4.8559, -6.4691, 0.1542], [-3.1842, -3.3325, 2.3489], [-2.9486, -4.8501, 2.8105], [11.6554, -6.6084, -4.4074], [10.2519, -6.6495, -4.5862], [9.5129, -7.1274, -3.4798], [9.2494, -6.0878, -2.3811], [10.4635, -5.7951, -1.5044], [8.7438, -4.8234, -2.9253], [12.0061, -7.4384, -3.7874], [11.9744, -5.6608, -3.9673], [12.1138, -6.6910, -5.3925], [8.5474, -7.4343, -3.8907], [9.9852, -8.0286, -3.0665], [8.4732, -6.5050, -1.7324], [11.1808, -5.1445, -2.0037], [10.1524, -5.2869, -0.5916], [10.9764, -6.7154, -1.2181], [7.8708, -4.9997, -3.4150], [9.3824, -4.5282, -3.6596], [-8.1718, 0.6083, -1.9880], [-7.0691, 0.6447, -2.8768], [-6.8129, -0.5592, -3.5700], [-7.6896, -0.7932, -4.8085], [-9.1143, -1.2307, -4.4817], [-7.7429, 0.3845, -5.6797], [-8.2769, -0.3734, -1.5160], [-9.0994, 0.8853, -2.4950], [-7.9861, 1.3483, -1.2094], [-5.7736, -0.4830, -3.9034], [-6.8656, -1.4136, -2.8801], [-7.2220, -1.6044, -5.3746], [-9.7326, -0.3961, -4.1529], [-9.5890, -1.6512, -5.3680], [-9.1248, -1.9936, -3.7003], [-6.8037, 0.6101, -5.9951], [-8.0099, 1.1799, -5.1055], [2.1159, 7.8893, 1.0707], [2.6320, 7.7245, 2.3774], [4.0124, 7.9989, 2.5235], [4.3637, 9.4862, 2.6712], [4.2985, 10.2685, 1.3630], [3.5240, 10.1574, 3.6678], [2.8490, 7.6079, 0.3086], [1.7799, 8.9145, 0.8992], [1.2477, 7.2347, 0.9774], [4.3101, 7.4896, 3.4440], [4.5808, 7.5373, 1.7043], [5.3979, 9.5294, 3.0250], [3.2730, 10.4996, 1.0758], [4.8225, 11.2180, 1.4689], [4.7672, 9.7152, 0.5465], [3.6543, 9.7112, 4.5713], [2.5534, 9.9657, 3.4335]],
  "forces_ev_per_angstrom": [[-0.495, -0.637, 0.121], [0.474, 0.234, -0.629], [0.025, 0.348, 0.456], [-0.057, -0.203, 0.379], [0.027, 0.559, -0.668], [0.113, 0.131, 0.068], [-0.246, -0.377, 0.139], [0.510, 0.504, -0.074], [-0.033, -0.247, -0.324], [0.083, 0.155, -0.021], [-0.016, -0.016, -0.114], [0.007, -0.397, -0.101], [0.349, 0.814, 0.413], [-0.076, -0.202, -0.171], [0.425, 0.467, -0.032], [-0.789, -0.088, -0.286], [-0.049, -0.229, -0.136], [0.050, -0.316, 0.411], [0.280, -0.332, 0.325], [-0.598, 0.423, -0.393], [0.616, 0.139, 0.288], [-0.745, 0.301, 0.039], [0.222, 0.012, -0.307], [-0.459, 0.283, -0.063], [0.189, -0.299, 0.393], [-0.372, 0.056, -0.292], [0.008, -0.083, 0.048], [-0.038, 0.223, 0.010], [0.067, -0.270, 0.200], [-0.255, 0.484, -0.635], [-0.678, -0.155, -0.086], [0.389, -0.105, 0.233], [0.352, 0.033, 0.408], [-0.076, 0.251, -0.330], [-0.226, -0.543, 0.631], [0.041, 0.860, -0.083], [-0.010, -0.084, -0.058], [0.135, -0.237, -0.539], [0.135, 0.333, 0.097], [-0.089, -0.198, 0.027], [0.046, -0.254, 0.292], [0.156, -0.139, 0.283], [0.017, -0.131, -0.051], [-0.065, 0.056, -0.144], [-0.234, -0.214, 0.006], [-0.215, -0.264, 0.079], [0.022, 0.190, 0.165], [-0.027, 0.182, 0.164], [0.163, -0.052, -0.108], [0.097, 0.001, 0.013], [-0.109, 0.141, 0.037], [0.108, 0.062, 0.101], [0.092, 0.072, -0.065], [-0.222, -0.309, -0.217], [0.091, -0.143, 0.090], [0.151, -0.103, -0.063], [-0.317, 0.020, -0.251], [-0.022, -0.189, -0.021], [0.389, -0.081, 0.187], [0.210, -0.139, -0.118], [-0.030, 0.154, -0.025], [-0.162, -0.192, 0.050], [0.217, -0.094, 0.093], [0.191, -0.082, 0.101], [-0.144, 0.064, 0.105], [0.077, 0.162, -0.154], [-0.094, 0.009, 0.116], [0.256, -0.093, -0.058], [0.074, -0.108, -0.137], [-0.105, -0.020, 0.025], [0.074, -0.122, 0.004], [-0.070, 0.029, -0.114], [0.309, 0.016, 0.053], [0.218, 0.146, -0.064], [-0.124, 0.112, -0.120], [-0.138, 0.002, -0.036], [0.032, 0.168, -0.089], [0.021, -0.418, 0.077], [-0.148, -0.067, 0.147], [0.234, 0.148, 0.165], [-0.225, 0.052, 0.067], [0.047, -0.143, -0.182], [-0.100, -0.060, 0.140], [0.134, 0.053, 0.133], [0.017, -0.070, -0.047], [0.006, 0.281, -0.097], [0.056, -0.223, 0.182], [-0.097, -0.007, -0.086], [0.115, 0.112, -0.152], [-0.049, 0.006, 0.003], [-0.081, -0.060, -0.076], [0.012, 0.035, -0.028], [0.057, -0.011, 0.044], [-0.064, -0.077, 0.043], [0.042, 0.059, -0.052], [0.056, 0.016, 0.000], [0.003, 0.024, 0.063], [0.010, -0.005, 0.002], [-0.085, 0.045, 0.026], [-0.073, -0.041, 0.058], [-0.053, 0.086, -0.154], [0.081, -0.030, 0.067], [-0.225, -0.096, 0.005], [0.268, 0.158, -0.037], [-0.005, -0.047, 0.142], [-0.127, -0.156, -0.132], [-0.004, 0.013, 0.048], [0.063, -0.056, 0.090], [-0.036, -0.024, -0.010], [0.015, 0.028, -0.048], [0.065, 0.053, 0.056], [-0.039, -0.052, -0.060], [-0.011, -0.013, -0.062], [-0.020, 0.036, -0.031], [0.005, 0.003, -0.012], [-0.046, 0.048, 0.083], [0.045, 0.065, 0.064], [0.070, 0.174, 0.018], [-0.059, -0.068, 0.040], [0.225, -0.085, -0.064], [-0.210, 0.162, 0.102], [-0.040, -0.142, -0.031], [0.187, -0.010, 0.068], [-0.023, -0.012, -0.011], [-0.059, -0.122, 0.029], [0.049, -0.022, 0.011], [-0.003, 0.053, 0.010], [-0.097, -0.005, 0.002], [0.078, 0.009, 0.025], [0.045, 0.040, 0.032], [0.012, 0.044, -0.023], [0.001, 0.016, 0.013], [-0.032, -0.048, -0.086], [-0.085, -0.010, -0.031], [-0.151, -0.059, 0.121], [0.019, -0.036, -0.113], [0.171, -0.083, 0.167], [-0.243, 0.096, -0.138], [0.125, 0.034, -0.068], [0.037, -0.201, 0.073], [0.030, 0.045, -0.008], [0.072, 0.012, -0.107], [0.014, -0.023, 0.026], [-0.061, -0.007, 0.012], [-0.020, 0.077, -0.065], [0.005, -0.076, 0.035], [-0.034, -0.047, 0.029], [-0.032, 0.009, 0.041], [-0.014, -0.006, 0.001], [0.064, 0.088, 0.018], [-0.004, 0.090, -0.039]],
  "e_tot_ha": -3457.31648,
  "lumo_energy_ev": 0.5,
  "smiles": "C#Cc1c(CCOCC)cc(CCF)c2c1Sc1c(CCCCCCCOC)cc(CN)cc1N2[C@@H](I)CC.COC[C@@H](C)N.COC[C@@H](C)N.COC[C@@H](C)N.COC[C@@H](C)N"
}